No. 1
39
Properties=species:S:1:pos:R:3:lowdin_charge:R:1 method="wB97M-V/def2-TZVPD" de_lowest_kcal_mol=111.1 homo_ha=-0.365 fmax_ha_per_bohr=0.0379 lumo_ev=-0.59 multiplicity=1 energy_ev=-27037.1303
H -0.665 -0.276 -0.111 -0.02
H 0.853 -0.302 -0.172 0.00
H 0.528 3.518 -3.490 0.03
H 1.735 2.770 -2.948 0.03
H 4.627 -3.149 0.156 0.03
H 4.273 -2.946 -1.309 0.03
H -0.878 -2.088 -0.897 0.02
H -2.269 -2.400 -0.371 0.01
H -2.847 -2.833 -2.931 0.06
H -3.261 -3.037 -1.483 0.03
H -3.364 -0.257 0.095 0.03
H -3.303 1.035 0.894 0.03
H 1.638 4.027 -0.692 0.06
H 0.194 3.840 -1.127 0.03
H 3.182 -0.031 1.849 0.02
H 3.599 -1.178 2.755 0.02
H -4.434 -0.564 1.823 0.02
H -5.820 -1.032 2.236 0.05
H -0.158 -1.583 -3.047 0.04
H 0.737 -0.390 -3.338 0.05
H -1.349 3.182 0.233 0.03
H -2.129 2.272 1.168 0.00
H 0.532 1.928 3.979 0.03
H 0.653 0.899 5.091 0.03
H 2.530 -2.342 -0.006 0.03
H 1.159 -2.052 0.583 0.03
O 0.113 0.260 0.081 -0.07
O 1.492 3.510 -3.515 -0.08
O 5.019 -3.121 -0.724 -0.05
O -1.344 -2.370 -0.102 -0.04
O -2.706 -3.414 -2.175 -0.04
O -2.883 0.576 0.158 -0.04
O 1.005 4.304 -1.364 -0.06
O 3.199 -0.301 2.774 -0.07
O -5.367 -0.471 1.596 -0.05
O 0.033 -0.686 -2.751 -0.04
O -1.272 2.701 1.064 -0.04
O 1.143 1.286 4.356 -0.06
O 2.098 -1.902 0.735 -0.03

No. 2
39
Properties=species:S:1:pos:R:3:lowdin_charge:R:1 method="wB97M-V/def2-TZVPD" de_lowest_kcal_mol=47.0 homo_ha=-0.373 fmax_ha_per_bohr=0.0464 lumo_ev=-0.10 multiplicity=1 energy_ev=-27039.9084
O -2.885 -8.661 9.590 -0.03
H -2.188 -9.163 9.186 -0.04
H -2.497 -8.612 10.434 -0.06
O 2.960 -9.778 10.309 -0.03
H 3.694 -10.273 10.657 0.07
H 3.012 -9.940 9.373 0.02
O -4.019 -10.094 11.965 -0.04
H -3.246 -10.363 11.468 -0.03
H -3.629 -9.837 12.786 0.01
O -1.813 -11.486 10.640 -0.01
H -2.333 -11.929 9.993 0.08
H -1.869 -12.021 11.412 0.06
O 0.576 -12.162 8.545 -0.06
H -0.370 -11.933 8.639 0.04
H 0.983 -12.369 9.395 0.02
O 2.511 -10.578 7.479 -0.05
H 1.843 -10.174 6.969 0.00
H 2.018 -11.344 7.870 0.02
O 0.168 -6.558 10.159 -0.05
H 0.020 -7.456 10.383 -0.06
H 1.066 -6.293 10.365 0.02
O -1.150 -9.725 7.718 -0.05
H -1.173 -8.783 7.603 0.06
H -0.571 -10.002 6.970 0.08
O -0.333 -11.087 13.381 -0.03
H -0.054 -10.233 13.637 0.03
H 0.421 -11.605 13.757 0.09
O -0.099 -9.312 10.439 -0.06
H 0.323 -9.652 9.626 0.05
H -0.690 -10.042 10.632 -0.01
O 2.348 -7.862 12.278 -0.08
H 3.036 -7.237 12.020 0.04
H 2.324 -8.517 11.550 -0.01
O 1.151 -11.811 11.218 -0.05
H 0.449 -11.478 11.766 -0.03
H 1.516 -11.007 10.897 -0.02
O -2.170 -7.590 12.021 -0.02
H -2.528 -6.830 12.517 0.08
H -1.559 -7.944 12.650 0.03

No. 3
39
Properties=species:S:1:pos:R:3:lowdin_charge:R:1 method="wB97M-V/def2-TZVPD" de_lowest_kcal_mol=221.7 homo_ha=-0.322 fmax_ha_per_bohr=0.1552 lumo_ev=-0.28 multiplicity=1 energy_ev=-27032.3332
H 0.054 0.041 0.705 0.03
H 1.146 -0.890 0.710 0.01
H -0.604 0.979 -1.514 0.07
H -2.168 1.036 -1.726 0.13
H -0.933 -2.177 -1.503 0.08
H -0.081 -2.341 -2.739 0.00
H -3.508 0.324 0.064 0.01
H -4.524 -0.767 0.136 0.10
H -0.640 3.615 0.561 0.08
H -0.802 4.787 -0.381 0.00
H -3.079 -2.009 1.586 0.01
H -2.192 -2.826 0.700 -0.03
H -1.496 2.791 -1.394 0.04
H -0.505 3.679 -2.367 0.03
H 1.724 2.364 2.806 -0.02
H 2.807 1.226 2.538 0.06
H 2.583 -3.633 -1.620 0.08
H 1.672 -3.652 -3.013 0.05
H -1.952 -1.139 2.769 0.01
H -0.850 -2.215 2.942 0.08
H 2.875 0.722 -0.602 0.02
H 4.117 1.329 -0.991 0.03
H -2.057 0.407 1.643 0.04
H -1.492 0.055 0.225 0.05
H 5.497 -1.306 0.700 0.07
H 5.378 0.244 0.239 0.00
O 0.984 -0.047 0.388 -0.02
O -1.429 1.062 -1.066 -0.09
O -0.509 -2.898 -2.115 -0.10
O -3.599 -0.587 -0.259 -0.11
O -1.183 4.010 -0.155 -0.06
O -3.049 -2.771 0.980 -0.06
O -1.392 3.559 -2.055 -0.14
O 1.987 1.686 2.264 -0.03
O 1.683 -3.466 -2.057 -0.12
O -1.776 -2.056 2.735 -0.03
O 3.759 0.463 -0.887 -0.04
O -1.971 0.746 0.758 -0.13
O 5.525 -0.345 0.997 -0.11

No. 4
42
Properties=species:S:1:pos:R:3:lowdin_charge:R:1 method="wB97M-V/def2-TZVPD" de_lowest_kcal_mol=0.0 homo_ha=-0.479 fmax_ha_per_bohr=0.1191 lumo_ev=-4.63 multiplicity=1 energy_ev=-56816.7990 charge=+1
O 0.456 -0.280 1.191 -0.33
V 0.047 -0.968 -0.242 1.03
O 0.008 0.420 -1.058 -0.29
O -1.878 -0.426 0.413 -0.01
H -2.080 -0.198 1.332 0.06
H -2.072 0.378 0.025 -0.01
O -0.688 -2.189 3.418 -0.03
H -1.319 -1.794 4.008 0.05
H 0.160 -1.779 3.551 -0.01
O -2.185 2.069 -0.658 -0.01
H -2.612 2.491 0.069 0.07
H -2.346 2.578 -1.465 0.10
O 1.797 -0.963 3.133 -0.07
H 1.657 -0.280 3.799 0.06
H 1.334 -0.570 2.343 -0.05
O 0.501 2.381 -2.308 -0.03
H 0.210 1.595 -1.813 -0.10
H -0.294 2.852 -2.426 0.00
O 0.023 2.535 0.934 -0.07
H 0.739 1.855 0.977 -0.01
H -0.691 2.214 0.384 -0.04
O -0.533 -1.874 -2.058 -0.04
H -0.887 -1.207 -2.645 0.02
H -0.133 -2.480 -2.675 0.10
O -1.770 0.544 2.980 0.01
H -0.833 0.620 2.852 0.03
H -2.236 1.280 2.650 0.04
O -0.203 -2.851 0.796 -0.03
H 0.269 -3.657 0.548 0.11
H -0.530 -2.883 1.680 0.03
O 1.960 -1.392 -0.767 -0.02
H 2.590 -1.787 -1.381 0.13
H 2.613 -1.146 -0.146 0.08
O 1.782 -0.134 -3.505 0.00
H 1.735 0.489 -2.847 -0.04
H 2.711 -0.156 -3.699 0.05
O -2.175 0.008 -3.300 -0.02
H -1.626 0.774 -3.091 0.03
H -1.980 -0.297 -4.202 0.08
O 2.459 1.443 1.007 -0.02
H 2.913 1.494 1.865 0.09
H 3.104 1.289 0.329 0.06

No. 5
44
Properties=species:S:1:pos:R:3:lowdin_charge:R:1 method="wB97M-V/def2-TZVPD" de_lowest_kcal_mol=112.3 homo_ha=-0.153 fmax_ha_per_bohr=0.3071 lumo_ev=5.14 multiplicity=1 energy_ev=-46065.9754 charge=-2
S -17.844 -33.070 -22.371 0.30
O -18.767 -32.298 -21.582 -0.35
O -18.106 -34.464 -22.243 -0.35
O -17.981 -32.778 -23.784 -0.33
O -16.528 -32.910 -21.896 -0.29
O -19.176 -33.278 -19.242 -0.10
H -19.158 -34.250 -19.447 0.01
H -18.973 -32.839 -20.083 -0.05
O -21.285 -34.849 -23.870 -0.13
H -20.975 -35.284 -22.976 0.08
H -20.641 -34.116 -23.978 0.03
O -15.764 -30.587 -20.588 0.03
H -16.603 -30.145 -20.353 0.03
H -15.922 -31.293 -20.931 -0.19
O -14.990 -33.425 -19.875 -0.03
H -15.472 -33.583 -20.688 -0.02
H -14.897 -32.557 -19.698 -0.05
O -18.580 -30.553 -24.855 -0.10
H -18.289 -31.373 -24.514 -0.09
H -17.756 -30.372 -25.434 0.06
O -21.308 -31.716 -21.404 -0.12
H -20.357 -31.785 -21.734 0.02
H -21.461 -32.357 -20.687 0.02
O -18.489 -36.642 -23.540 -0.09
H -18.447 -36.600 -24.495 0.02
H -18.487 -35.852 -23.004 -0.05
O -16.213 -32.050 -25.828 -0.01
H -15.450 -31.867 -25.242 0.08
H -16.860 -32.354 -25.328 -0.11
O -15.806 -36.204 -22.521 -0.12
H -16.652 -35.727 -22.366 0.00
H -16.041 -37.116 -22.956 0.10
O -18.424 -30.062 -20.606 -0.02
H -19.090 -30.058 -19.937 0.04
H -18.774 -30.778 -21.056 -0.06
O -18.322 -34.730 -25.558 -0.05
H -18.059 -34.082 -25.012 -0.10
H -18.041 -34.282 -26.467 0.12
O -18.299 -35.923 -20.154 -0.06
H -19.111 -36.403 -20.431 0.07
H -17.925 -35.309 -20.752 -0.04
O -14.069 -33.828 -22.609 -0.12
H -14.698 -33.213 -22.358 -0.08
H -14.397 -34.848 -22.501 0.09

No. 6
40
Properties=species:S:1:pos:R:3:lowdin_charge:R:1 method="wB97M-V/def2-TZVPD" de_lowest_kcal_mol=153.2 homo_ha=-0.519 fmax_ha_per_bohr=0.2787 lumo_ev=-2.97 multiplicity=1 energy_ev=-27044.4308 charge=+1
O 2.492 -0.294 0.619 -0.06
H 2.693 -1.216 1.025 0.12
H 1.663 -0.590 0.299 -0.03
O -0.579 -2.151 2.297 -0.04
H -1.190 -2.831 2.328 0.00
H -0.410 3.178 0.681 0.08
O 0.219 0.348 3.165 0.05
H -0.272 -1.705 -3.256 -0.08
O -1.593 -1.558 -1.578 -0.05
H -1.476 -0.348 -0.120 0.10
H -1.857 -2.459 -1.894 0.09
O -2.664 -3.065 0.570 -0.02
H -1.848 -2.566 0.795 0.00
H -2.610 -3.548 -0.224 0.02
O -0.261 2.808 -1.390 -0.07
H -0.602 3.517 -1.850 0.02
H 0.502 2.484 -2.016 0.05
O 2.842 -0.486 -2.232 -0.07
H 3.805 -0.866 -1.981 0.15
H 2.405 -1.288 -2.306 -0.03
O 0.299 -2.359 -3.361 -0.01
H -0.337 -3.090 -3.651 0.10
H 0.605 2.584 2.022 0.11
O -0.525 -0.480 0.222 -0.04
H 1.198 1.848 3.384 0.17
H -0.433 0.167 0.803 -0.07
O 1.431 2.043 -3.315 -0.01
H 2.222 1.742 -2.762 0.10
H 1.165 1.173 -3.346 0.00
O 0.239 2.550 0.794 0.06
H -1.003 -1.976 -1.013 -0.01
H 0.693 2.093 0.079 0.10
O -3.302 0.521 1.575 -0.08
H -4.170 0.519 2.102 0.10
H -3.484 0.527 0.624 0.04
O 1.626 2.453 2.605 0.04
H 1.919 1.721 1.943 0.13
H -1.180 -1.391 1.957 0.07
H 0.291 -0.180 4.019 0.15
H -0.095 -0.142 2.596 -0.15

No. 7
40
Properties=species:S:1:pos:R:3:lowdin_charge:R:1 method="wB97M-V/def2-TZVPD" de_lowest_kcal_mol=103.1 homo_ha=-0.467 fmax_ha_per_bohr=0.1123 lumo_ev=-2.88 multiplicity=1 energy_ev=-27046.6026 charge=+1
O 1.464 -2.499 -1.470 0.00
H 1.696 2.705 -1.732 0.11
H -3.054 -1.027 1.038 0.05
O -0.993 0.479 -0.809 -0.11
H -0.049 0.728 -1.435 0.19
H 3.577 1.190 1.269 0.07
O -0.655 3.805 0.097 -0.03
H -1.525 0.158 -1.554 0.08
O 2.907 0.480 1.168 -0.04
H -0.120 -1.870 1.023 0.16
H 2.891 0.288 0.255 -0.05
O -3.179 -1.944 1.143 0.05
H 1.631 -2.982 -0.688 0.03
H 1.840 -0.179 3.551 0.07
O 0.883 -0.029 3.327 -0.08
H -0.480 -0.723 -0.224 0.16
H 0.355 -0.856 3.364 -0.01
O -1.000 -1.829 2.681 -0.03
H 4.609 -0.997 -1.078 0.06
H -0.952 -1.214 3.397 0.05
O -0.501 1.852 1.557 -0.05
H -0.680 1.623 0.673 -0.06
H -3.755 -2.280 0.467 0.11
O -0.840 -1.717 0.309 0.03
H -2.807 1.074 0.053 -0.03
H 2.050 1.364 -1.157 0.01
O -0.305 -0.857 -3.778 -0.08
H -0.484 -1.710 -4.344 0.12
H -0.239 -0.200 -4.452 0.02
O 1.337 1.792 -1.603 -0.02
H 0.287 2.346 1.702 0.03
H 0.595 -2.412 -1.778 0.00
O -3.482 1.344 -0.522 -0.01
H -1.784 -1.586 0.672 0.04
H -1.853 -2.252 2.682 0.06
O 3.688 -1.067 -1.334 -0.04
H -1.171 4.484 0.496 0.04
H 3.533 -1.971 -1.527 0.00
H -3.325 2.174 -0.952 0.05
H -0.108 4.318 -0.489 0.04

No. 8
43
Properties=species:S:1:pos:R:3:lowdin_charge:R:1 method="wB97M-V/def2-TZVPD" de_lowest_kcal_mol=20.6 homo_ha=-0.371 fmax_ha_per_bohr=0.0182 lumo_ev=-0.10 multiplicity=1 energy_ev=-104050.2798
Kr -22.656 -10.792 4.453 0.42
O -22.141 -7.847 5.793 -0.07
H -21.637 -7.172 5.339 0.07
H -22.153 -7.563 6.707 0.07
O -19.161 -12.795 5.895 -0.04
H -18.306 -12.368 5.947 0.04
H -19.443 -12.658 4.991 0.01
O -19.354 -11.574 2.771 -0.06
H -19.892 -11.637 1.982 0.03
H -19.536 -10.701 3.117 -0.02
O -19.993 -8.981 4.110 -0.10
H -20.615 -8.784 3.409 -0.03
H -20.542 -9.151 4.876 -0.06
O -23.143 -10.336 0.236 -0.06
H -23.795 -10.096 0.895 -0.02
H -23.446 -9.911 -0.566 0.06
O -24.369 -10.178 8.423 -0.07
H -23.544 -10.542 8.102 -0.03
H -24.921 -10.112 7.644 -0.03
O -22.353 -13.812 3.643 -0.11
H -23.249 -13.864 3.312 0.02
H -21.805 -14.033 2.890 0.03
O -25.310 -9.610 1.836 -0.03
H -26.212 -9.408 1.587 0.06
H -25.388 -10.331 2.460 0.04
O -22.042 -11.575 7.538 -0.08
H -22.342 -12.361 7.081 0.04
H -21.358 -11.215 6.974 -0.04
O -19.899 -9.797 7.095 -0.04
H -19.299 -10.299 6.543 0.03
H -20.010 -10.334 7.879 0.04
O -21.444 -8.701 1.752 -0.05
H -20.720 -8.764 1.130 0.06
H -22.069 -9.365 1.461 -0.01
O -26.359 -10.371 6.251 -0.06
H -25.840 -9.775 5.711 -0.02
H -26.052 -11.245 6.006 -0.02
O -24.946 -8.058 5.511 -0.06
H -25.262 -7.727 6.352 0.05
H -23.993 -8.057 5.596 -0.02
O -26.064 -13.125 5.684 -0.03
H -26.655 -13.836 5.934 0.06
H -25.187 -13.476 5.841 0.04

- What is the multiplicity in the third record?
  1

- Look up the multiplicity of the sixth one.
  1